# 1
Molecular formula: C3H26NO9S
Method: DFT, ωB97M-V/def2-TZVPD

Properties
HOMO energy: -12.0 eV
LUMO energy: -2.5 eV
HOMO-LUMO gap: 9.5 eV
Charge: +1

Positions of all 40 atoms, in Å:
S1 -2.7429 1.2543 -1.1334
O1 0.4149 -2.0073 2.8042
O2 -1.7670 -2.5351 -0.9084
O3 0.2618 0.6486 2.6539
O4 2.8163 1.3330 -1.4778
O5 0.3522 1.2694 -2.5336
O6 2.3997 1.2932 1.1865
O7 1.5170 -1.1632 0.5403
O8 0.1401 -1.4150 -2.4205
O9 2.7391 -1.3346 -1.8353
N1 -1.3207 -0.8177 0.9588
C1 -1.8172 0.5649 1.3661
C2 -1.5793 1.5644 0.2441
C3 -1.0918 1.0004 2.6938
H1 -1.8891 1.3326 -2.2368
H2 3.0036 1.6964 1.8074
H3 -2.4214 -2.9584 -1.4856
H4 0.9597 -2.0173 2.0516
H5 0.4535 1.5556 -3.4596
H6 2.9483 -0.3938 -1.8316
H7 1.9249 -1.4578 -0.3230
H8 2.7429 1.3761 -0.5361
H9 3.5027 -1.8628 -2.0599
H10 0.1191 -0.4467 -2.5121
H11 0.8168 -2.7134 3.4565
H12 -2.8996 0.4951 1.5877
H13 -0.5627 1.5700 -0.1350
H14 1.5524 1.2530 1.6141
H15 -0.3946 -0.7266 0.5617
H16 1.2213 1.3608 -2.1164
H17 1.0917 -1.6305 -2.3614
H18 -2.0152 -1.2300 0.2525
H19 1.9975 -0.4002 0.7470
H20 -1.0880 2.0746 2.8469
H21 -1.0760 -2.1896 -1.5138
H22 -1.6205 0.5349 3.6161
H23 -1.3028 -1.4403 1.7620
H24 -1.7318 2.6284 0.6520
H25 3.3448 2.0434 -1.7503
H26 0.3902 -0.2866 2.8907

Atom charges from the Mulliken analysis, given in e for atoms 1 to 2: -0.2319 -0.6970

# 2
Molecular formula: C3H27N2O10
Method: DFT, ωB97M-V/def2-TZVPD

Properties
HOMO energy: -13.8 eV
LUMO energy: -2.7 eV
HOMO-LUMO gap: 11.1 eV
Charge: +1

Positions of all 42 atoms, in Å:
O1 3.3200 -1.3556 1.5701
O2 3.6531 0.9325 -0.6261
O3 1.2373 2.9392 -0.2028
O4 -2.7223 1.7881 -0.7335
O5 1.5276 -0.8901 -2.6730
O6 0.0390 -0.0170 2.3042
O7 -0.9881 2.9883 1.5668
O8 0.8785 -2.7029 2.3957
O9 -3.2537 0.9606 2.1793
O10 -1.5804 -3.2089 0.5222
N1 0.2510 -2.7531 -2.1838
N2 -0.1579 0.7824 -1.4506
C1 -0.7226 1.1689 -2.7727
C2 0.6542 -1.4632 -2.0708
C3 -0.2334 -0.6494 -1.1008
H1 2.0954 3.2217 -0.5373
H2 -1.7661 0.8687 -2.7179
H3 -0.4537 -3.0230 -1.5145
H4 -3.1832 1.4589 2.9986
H5 -0.6675 1.2263 -0.6720
H6 -0.4306 2.1834 -3.0046
H7 0.7869 1.1324 -1.2725
H8 -2.2339 -3.7216 0.0281
H9 -2.0998 -2.4724 0.8732
H10 3.4215 -1.3755 0.6147
H11 3.8257 0.7744 -1.5536
H12 1.3848 2.4622 0.6215
H13 4.2229 0.4177 -0.0547
H14 -0.6170 -0.2863 2.9476
H15 -0.3424 0.4608 -3.5073
H16 0.6046 -2.7975 3.3163
H17 2.6665 -2.0341 1.7773
H18 -0.0635 3.2285 1.6442
H19 0.2738 -3.2687 1.8984
H20 -1.3619 3.1692 2.4359
H21 0.4462 -0.7584 1.8397
H22 -1.2410 -1.0442 -1.0302
H23 -2.4862 1.1994 1.6443
H24 0.1555 -0.7484 -0.0976
H25 0.9354 -3.4316 -2.4871
H26 -3.1787 1.9373 0.1019
H27 -2.5963 2.7010 -1.0168

Atom charges from the Mulliken analysis, given in e for atoms 1 to 2: -0.6152 -0.5417

# 3
Molecular formula: C3H27NO11S
Method: DFT, ωB97M-V/def2-TZVPD

Properties
HOMO energy: -1.0 eV
LUMO energy: 5.3 eV
HOMO-LUMO gap: 6.4 eV
Charge: -2

Positions of all 43 atoms, in Å:
S1 0.3438 3.9996 -2.5568
O1 -0.5989 -3.1426 -0.8108
O2 -1.6910 -0.5926 1.5666
O3 3.5250 -0.8813 2.6907
O4 -1.6437 1.7113 -4.0413
O5 1.3888 -2.9254 0.9712
O6 3.3059 -1.3111 0.0580
O7 0.4638 -1.1751 2.8235
O8 -2.2439 0.9074 -0.4416
O9 -1.8989 -0.6153 -2.6223
O10 -2.8621 -2.6256 0.5681
O11 1.8361 1.2233 2.9821
N1 0.6757 0.6049 -0.3148
C1 0.0114 1.6385 -1.1179
C2 0.9218 2.8650 -1.2237
C3 -1.3533 2.0247 -0.5434
H1 -1.7395 0.1122 -3.2690
H2 3.5373 -0.9564 1.6946
H3 -2.2623 -0.1978 2.2489
H4 -1.2516 2.5173 0.4433
H5 -0.4235 -1.0252 2.3046
H6 -1.9155 2.6871 -1.2035
H7 0.9324 3.3851 -0.2545
H8 2.7008 -0.5937 -0.2297
H9 -2.1352 2.1748 -3.3491
H10 1.9419 1.8343 2.2441
H11 0.6740 -3.0731 0.3045
H12 2.7719 -1.4224 2.9596
H13 0.8586 -0.2886 2.9501
H14 -2.0929 -0.1406 -1.7711
H15 1.9471 2.5497 -1.4720
H16 2.6008 -1.9914 0.2595
H17 -3.2739 -2.1691 -0.1724
H18 -0.7660 -2.5092 -1.5388
H19 0.2384 -0.2967 -0.4662
H20 -1.4097 -3.0764 -0.2459
H21 -1.9845 0.2335 0.3394
H22 2.5444 0.5306 2.9510
H23 -2.3913 -1.8254 1.0412
H24 0.5962 0.7980 0.6769
H25 -0.7880 2.1895 -4.0108
H26 -0.1438 1.1772 -2.1039
H27 1.0532 -2.3290 1.6816

Atom charges from the Mulliken analysis, given in e for atoms 1 to 2: -0.6419 -0.7943

# 4
Molecular formula: C3H28NO9
Method: DFT, ωB97M-V/def2-TZVPD

Properties
HOMO energy (spin up / spin down): -2.3 / -10.7 eV
LUMO energy (spin up / spin down): 0.0 / -0.1 eV
2S+1: 2
HOMO-LUMO gap (spin up / spin down): 2.3 / 10.5 eV
<S²>: 0.751

Positions of all 41 atoms, in Å:
O1 0.6881 -2.6891 1.8613
O2 -3.5466 0.4344 -0.8470
O3 2.0635 1.5606 -1.3811
O4 -2.7461 -0.1660 2.5584
O5 -0.6950 2.0405 -2.2255
O6 -1.9531 2.2813 1.9146
O7 1.3790 -0.0599 -3.3573
O8 -1.5150 -2.0400 0.0928
O9 -2.6442 -1.3211 -2.6337
N1 1.3376 0.2162 0.9787
C1 0.9201 1.2183 1.9656
C2 2.7818 -0.0523 0.8805
C3 3.0356 -0.9899 -0.3109
H1 3.1296 -0.5040 1.8057
H2 3.0057 1.3676 -1.4627
H3 -2.2789 1.3575 1.9836
H4 0.8363 -0.6798 1.0468
H5 2.1079 -1.3744 -0.7389
H6 -2.2730 -0.5902 3.2807
H7 -0.1654 1.2302 1.9728
H8 3.3442 0.8673 0.7512
H9 -2.0789 -2.5596 0.6761
H10 -3.6472 1.3840 -0.7719
H11 -1.9880 -1.9349 -0.7436
H12 1.7640 0.8859 -2.0513
H13 3.5659 -0.5374 -1.1433
H14 1.0140 0.5594 0.0668
H15 1.9305 -0.3129 -4.1001
H16 -0.3010 2.8402 -2.5950
H17 -2.8658 0.2022 -0.2138
H18 -1.1289 2.4189 -1.4474
H19 -2.2812 2.6701 2.7295
H20 1.1411 -3.2659 2.4912
H21 0.5046 -0.1170 -3.7520
H22 3.5947 -1.8753 -0.0114
H23 -3.5014 -0.6989 2.2862
H24 1.3863 1.0944 2.9420
H25 1.2895 2.2272 1.7861
H26 -0.0950 -3.2261 1.6823
H27 -2.9601 -0.4121 -2.5271
H28 -2.1556 -1.4495 -3.4389

Atom charges from the Mulliken analysis, given in e for atoms 1 to 2: -0.2740 -0.6168

# 5
Molecular formula: C3H2AuClF9O6PS
Method: DFT, ωB97M-V/def2-TZVPD

Properties
HOMO energy (spin up / spin down): -7.3 / -7.4 eV
LUMO energy (spin up / spin down): -1.0 / -0.7 eV
2S+1: 2
HOMO-LUMO gap (spin up / spin down): 6.3 / 6.7 eV
<S²>: 0.996
Charge: -1

Positions of all 24 atoms, in Å:
Au1 0.6830 0.8226 0.2424
Cl1 -1.4615 1.0888 -0.2519
S1 2.1686 0.2265 2.3663
P1 0.8505 -2.3602 -1.3633
F1 0.6295 -3.8912 -0.9800
F2 0.3895 -1.8960 0.1494
F3 1.2738 -2.6876 -2.8675
F4 -2.4223 0.8603 2.1285
F5 -2.3140 -0.8990 1.1301
F6 2.3686 -2.3825 -0.8809
F7 1.0288 -0.6991 -1.7175
F8 -1.3628 -0.1697 -0.9114
F9 -0.6976 -2.2447 -1.8291
O1 2.5339 0.4463 0.8258
O2 -1.4420 2.0604 -2.5411
O3 2.4171 -1.1105 2.7821
O4 0.4229 2.0148 -1.5452
O5 2.7337 1.2668 3.1679
O6 0.6200 0.4892 2.1865
C1 -2.0136 0.3835 0.9493
C2 -1.4802 2.3645 0.4008
C3 -0.9243 1.7381 -1.4846
H1 -2.6548 1.2430 -0.7682
H2 -1.3470 3.3357 0.8115

Atom charges from the Mulliken analysis, given in e for atoms 1 to 2: 0.7410 -0.1355

# 6
Molecular formula: C3H2AuO4
Method: DFT, ωB97M-V/def2-TZVPD

Properties
HOMO energy (spin up / spin down): -15.3 / -16.2 eV
LUMO energy (spin up / spin down): -5.9 / -8.0 eV
2S+1: 3
HOMO-LUMO gap (spin up / spin down): 9.4 / 8.2 eV
<S²>: 2.008
Charge: +1

Positions of all 10 atoms, in Å:
Au1 -1.2346 -0.4575 1.1262
O1 0.5355 0.0691 0.7370
O2 0.6159 1.5050 -1.2625
O3 -0.6381 -2.2536 0.9979
O4 -1.2935 1.0189 -0.1229
C1 -0.0697 1.0583 -0.3915
C2 1.3189 -1.0889 0.4459
C3 0.5755 -2.4082 0.6466
H1 1.6722 -1.0532 -0.5987
H2 2.2075 -1.0990 1.0987

Atom charges from the Mulliken analysis, given in e for atoms 1 to 2: 0.7822 -0.3490

# 7
Molecular formula: C3H2BaFO2
Method: DFT, ωB97M-V/def2-TZVPD

Properties
HOMO energy (spin up / spin down): -5.4 / -8.0 eV
LUMO energy (spin up / spin down): -0.4 / -0.6 eV
2S+1: 2
HOMO-LUMO gap (spin up / spin down): 5.0 / 7.4 eV
<S²>: 0.751

Positions of all 9 atoms, in Å:
Ba1 2.9894 1.2139 1.7143
F1 0.0435 -1.5021 1.3844
O1 0.4634 -1.2923 -0.7883
O2 -2.4749 0.1759 -1.8486
C1 -2.1793 -0.7819 -2.4045
C2 0.4729 -0.7364 0.3061
C3 0.4142 0.6704 0.5649
H1 0.5111 1.3017 -0.3254
H2 -0.2403 0.9509 1.3971

Atom charges from the Mulliken analysis, given in e for atoms 1 to 2: 0.7690 -0.2629

# 8
Molecular formula: C3H2Br2Cl2O
Method: DFT, ωB97M-V/def2-TZVPD

Properties
HOMO energy (spin up / spin down): -9.1 / -9.1 eV
LUMO energy (spin up / spin down): -1.3 / -1.3 eV
HOMO-LUMO gap (spin up / spin down): 7.7 / 7.7 eV

Positions of all 10 atoms, in Å:
Br1 0.2126 -0.0518 3.1424
Br2 1.4691 1.1445 -1.3025
Cl1 2.8707 -0.1835 1.4511
Cl2 1.6581 2.4043 2.0009
O1 -0.8248 -1.2309 1.0301
C1 0.1545 0.5483 -0.1019
C2 -0.0703 -0.8707 0.1148
C3 1.4194 0.6034 1.8440
H1 -0.3829 1.4412 0.4030
H2 0.3340 -1.5449 -0.5313

Atom charges from the Mulliken analysis, given in e for atoms 1 to 2: 0.0789 -0.0187

# 9
Molecular formula: C3H2Br2F3I
Method: DFT, ωB97M-V/def2-TZVPD

Properties
HOMO energy: -10.0 eV
LUMO energy: -0.6 eV
HOMO-LUMO gap: 9.4 eV

Positions of all 11 atoms, in Å:
I1 2.7770 -0.8720 -1.2366
Br1 -0.2602 2.2686 0.5213
Br2 0.3042 1.2455 -2.5387
F1 -1.1873 -0.2808 2.3815
F2 -0.7378 -1.6077 0.7771
F3 -2.1199 -0.0375 0.4096
C1 -0.9440 -0.3612 1.0441
C2 0.1948 0.4853 0.4615
C3 0.6524 -0.2346 -1.3329
H1 1.1447 0.6017 0.9148
H2 0.1761 -1.2073 -1.4017

Atom charges from the Mulliken analysis, given in e for atoms 1 to 2: 0.1134 0.0124

# 10
Molecular formula: C3H2Br2O
Method: DFT, ωB97M-V/def2-TZVPD

Properties
HOMO energy: -9.8 eV
LUMO energy: -0.8 eV
HOMO-LUMO gap: 9.0 eV

Positions of all 8 atoms, in Å:
Br1 2.0483 -0.3477 -1.0637
Br2 0.9124 -2.1413 1.2069
O1 -0.5230 -1.3547 -1.0871
C1 -0.9205 1.8694 1.0935
C2 0.4089 -1.0298 -0.2065
C3 -0.4143 0.8320 0.6670
H1 -0.9699 2.8506 1.1604
H2 -0.5419 -0.6786 -1.7706

Atom charges from the Mulliken analysis, given in e for atoms 1 to 2: -0.0389 0.0290

# 11
Molecular formula: C3H2Br4
Method: DFT, ωB97M-V/def2-TZVPD

Properties
HOMO energy: -9.2 eV
LUMO energy: -1.2 eV
HOMO-LUMO gap: 7.9 eV

Positions of all 9 atoms, in Å:
Br1 -2.1765 -1.9976 -0.3468
Br2 -3.3554 0.7980 -0.2095
Br3 2.7433 1.0990 -0.0466
Br4 -0.2384 2.1807 0.1715
C1 1.7701 -0.4126 0.2120
C2 -0.4841 0.3138 -0.1319
C3 -1.6971 -0.1470 -0.3201
H1 1.5081 -1.0314 -0.6635
H2 1.9301 -0.8028 1.3349

Atom charges from the Mulliken analysis, given in e for atoms 1 to 2: -0.1368 -0.0924

# 12
Molecular formula: C3H2BrCl
Method: DFT, ωB97M-V/def2-TZVPD

Properties
HOMO energy (spin up / spin down): -8.6 / -8.7 eV
LUMO energy (spin up / spin down): -1.7 / -1.6 eV
HOMO-LUMO gap (spin up / spin down): 6.9 / 7.1 eV

Positions of all 7 atoms, in Å:
Br1 1.1041 -1.3287 1.7035
Cl1 -1.1300 2.1207 0.2658
C1 -0.0300 -0.2438 -0.5124
C2 0.1851 1.1652 0.1693
C3 -0.3551 -0.9654 0.7034
H1 0.9664 -0.5926 -0.9814
H2 -0.7405 -0.1555 -1.3482

Atom charges from the Mulliken analysis, given in e for atoms 1 to 2: 0.0201 -0.0171

# 13
Molecular formula: C3H2BrCl2F
Method: DFT, ωB97M-V/def2-TZVPD

Properties
HOMO energy (spin up / spin down): -9.8 / -8.7 eV
LUMO energy (spin up / spin down): -0.5 / -1.7 eV
HOMO-LUMO gap (spin up / spin down): 9.3 / 7.1 eV

Positions of all 9 atoms, in Å:
Br1 -0.7712 -1.5109 -0.2935
Cl1 2.0291 0.9044 1.6283
Cl2 3.5583 -2.7133 -0.1430
F1 4.0492 -0.3292 -0.5172
C1 3.2014 -1.1248 0.1699
C2 -0.1295 -2.6111 0.9826
C3 2.4707 -0.7216 1.1752
H1 -0.0717 -3.6497 0.7181
H2 -0.4601 -2.4663 1.9932

Atom charges from the Mulliken analysis, given in e for atoms 1 to 2: -0.0033 -0.0849

# 14
Molecular formula: C3H2BrCl3
Method: DFT, ωB97M-V/def2-TZVPD

Properties
HOMO energy: -9.2 eV
LUMO energy: -1.4 eV
HOMO-LUMO gap: 7.8 eV

Positions of all 9 atoms, in Å:
Br1 -3.1642 0.6752 0.5541
Cl1 0.7579 -1.4136 -0.7199
Cl2 -2.7547 -2.0885 -0.5862
Cl3 3.1003 -0.1410 0.9821
C1 -2.1451 -0.5919 -0.4684
C2 1.7663 0.8768 0.3762
C3 0.8012 0.2346 -0.3506
H1 1.9948 1.8861 0.7281
H2 -0.3565 0.5622 -0.5153

Atom charges from the Mulliken analysis, given in e for atoms 1 to 2: -0.0407 -0.1285

# 15
Molecular formula: C3H2BrClO2S
Method: DFT, ωB97M-V/def2-TZVPD

Properties
HOMO energy (spin up / spin down): -9.5 / -9.5 eV
SMILES string: C=C(Cl)C(=O)Br.O=S
LUMO energy (spin up / spin down): -1.7 / -1.7 eV
HOMO-LUMO gap (spin up / spin down): 7.8 / 7.8 eV

Positions of all 10 atoms, in Å:
Br1 2.3798 0.1649 2.0132
Cl1 -0.9121 0.0317 1.8462
S1 -2.0772 2.6285 -1.1120
O1 -0.7005 2.5034 -0.6178
O2 2.0630 -1.3084 -0.1599
C1 1.4521 -0.6252 0.5803
C2 -0.5061 -0.8041 -0.6739
C3 0.0173 -0.5342 0.4973
H1 -1.6269 -0.9412 -0.8333
H2 -0.0893 -1.1153 -1.5400

Atom charges from the Mulliken analysis, given in e for atoms 1 to 2: -0.1342 -0.1464

# 16
Molecular formula: C3H2BrF2I
Method: DFT, ωB97M-V/def2-TZVPD

Properties
HOMO energy: -9.9 eV
SMILES string: FC(F)Br.C#CI
LUMO energy: 0.2 eV
HOMO-LUMO gap: 10.1 eV

Positions of all 9 atoms, in Å:
I1 3.8222 0.1093 -0.0933
Br1 -2.6870 0.1827 -0.2679
F1 -0.8936 -1.7697 -0.7521
F2 -1.6626 -1.7906 1.2584
C1 2.0306 1.0251 -0.2308
C2 -1.2447 -0.9982 0.2729
C3 0.9684 1.5697 -0.3485
H1 -0.3822 -0.3981 0.6029
H2 0.0488 2.0699 -0.4414

Atom charges from the Mulliken analysis, given in e for atoms 1 to 2: 0.2657 -0.1320

# 17
Molecular formula: C3H2CdFO3
Method: DFT, ωB97M-V/def2-TZVPD

Properties
HOMO energy (spin up / spin down): -17.0 / -22.6 eV
LUMO energy (spin up / spin down): -10.6 / -10.6 eV
2S+1: 2
HOMO-LUMO gap (spin up / spin down): 6.4 / 12.0 eV
<S²>: 0.750
Charge: +2

Positions of all 10 atoms, in Å:
Cd1 -3.3087 0.1680 2.4811
F1 2.3812 0.1133 0.6559
O1 -2.0157 -0.1205 0.8026
O2 0.2444 0.1923 1.0259
O3 -0.6296 -0.2498 -0.9674
C1 1.2196 0.1215 0.2164
C2 0.7528 -0.0361 -1.1762
C3 -0.9580 -0.1029 0.2844
H1 0.9545 0.8413 -1.8111
H2 1.3594 -0.9271 -1.5117

Atom charges from the Mulliken analysis, given in e for atoms 1 to 2: 0.8838 -0.0754

# 18
Molecular formula: C3H2Cl2N2O
Method: DFT, ωB97M-V/def2-TZVPD

Properties
HOMO energy (spin up / spin down): -8.4 / -9.1 eV
LUMO energy (spin up / spin down): -1.1 / -0.5 eV
HOMO-LUMO gap (spin up / spin down): 7.4 / 8.5 eV

Positions of all 10 atoms, in Å:
Cl1 -0.9927 2.2521 -1.5248
Cl2 -2.9489 0.4408 -0.4362
O1 -2.5076 0.1330 4.0420
N1 -0.5947 -0.5804 1.1662
N2 -1.4259 0.0389 1.9623
C1 -1.9307 -0.0602 3.0497
C2 -1.3228 0.7068 -0.8722
C3 -0.2644 0.0094 -0.0662
H1 0.1481 -0.8232 -0.6526
H2 0.5626 0.7222 0.0514

Atom charges from the Mulliken analysis, given in e for atoms 1 to 2: -0.1521 -0.1369

# 19
Molecular formula: C3H2Cl2O
Method: DFT, ωB97M-V/def2-TZVPD

Properties
HOMO energy: -10.3 eV
SMILES string: C=C(Cl)C(=O)Cl
LUMO energy: -0.6 eV
HOMO-LUMO gap: 9.8 eV

Positions of all 8 atoms, in Å:
Cl1 2.8552 0.3070 -0.4643
Cl2 2.6548 -2.4223 -2.1769
O1 0.2341 -2.4486 -1.6390
C1 0.4448 -0.2473 0.2703
C2 1.2715 -1.7963 -1.4725
C3 1.4121 -0.6045 -0.5301
H1 0.3643 0.7018 0.7438
H2 -0.2889 -1.0101 0.3115

Atom charges from the Mulliken analysis, given in e for atoms 1 to 2: -0.1697 -0.1385

# 20
Molecular formula: C3H2Cl3NO
Method: DFT, ωB97M-V/def2-TZVPD

Properties
HOMO energy: -11.1 eV
SMILES string: N#CC(=O)C(Cl)Cl.Cl
LUMO energy: -1.0 eV
HOMO-LUMO gap: 10.2 eV

Positions of all 10 atoms, in Å:
Cl1 0.6355 0.7521 1.5458
Cl2 -2.5927 0.4799 1.0484
Cl3 2.6765 -0.6228 -0.2535
O1 -0.4147 -1.0508 -1.4972
N1 0.2142 2.3840 -1.1702
C1 0.1563 1.2170 -0.9684
C2 0.0832 -0.2469 -0.7710
C3 1.0633 -0.5750 0.4568
H1 -2.6645 -0.7969 0.6092
H2 0.8429 -1.5405 1.0002

Atom charges from the Mulliken analysis, given in e for atoms 1 to 2: -0.1053 -0.2522